ORCA calculation (the ωB97M-V functional and the def2-TZVPD basis) on a cluster of 12 separate species, C52H99NO22S10 in total at a distorted geometry.

Output
DFT total energy, eV: -210404.477
LUMO level, eV: -0.8

Structure (ORCA input):
```
! RIJCOSX wB97M-V def2-TZVPD def2/J DEFGRID3
* xyz 0 1
C -25.76367 -13.62616 3.19590
C -25.46202 -13.25646 4.47251
C -24.12265 -12.91593 4.84242
C -23.12693 -13.04888 3.85052
C -23.45890 -13.39716 2.52648
C -24.77263 -13.73450 2.20032
N -21.70630 -12.84447 4.20259
O -20.84139 -12.85124 3.33686
O -21.51301 -12.73372 5.39711
H -26.82677 -13.75773 3.05834
H -26.22509 -13.30129 5.23547
H -23.84680 -12.77361 5.87685
H -22.77568 -13.29834 1.69592
H -24.96353 -14.07352 1.19283
C -29.24815 -7.12116 14.17785
C -27.77625 -7.15731 13.82545
C -27.42599 -6.89106 12.31811
C -25.98527 -7.15990 11.84144
C -25.71299 -7.18161 10.34063
C -26.35819 -6.01162 9.59241
H -29.82695 -7.68443 13.44585
H -29.77671 -6.16868 14.13911
H -29.47918 -7.38198 15.21066
H -27.24647 -6.42833 14.43866
H -27.37257 -8.11757 14.14643
H -27.66068 -5.92115 11.87963
H -28.01268 -7.58691 11.71837
H -25.41914 -6.32814 12.26070
H -25.62053 -8.06632 12.32464
H -24.66407 -7.00354 10.10371
H -26.10410 -8.07300 9.85015
H -27.43513 -6.17880 9.57358
H -26.07201 -5.07195 10.06489
H -26.09687 -5.92338 8.53788
C -32.05043 -8.99394 7.64766
C -32.79432 -9.98395 6.78462
C -33.77006 -10.91994 7.57946
S -33.88864 -10.03349 9.21668
O -33.08333 -10.72579 10.24330
O -35.28587 -9.68619 9.57861
C -33.00105 -8.52686 8.66209
H -31.67715 -8.23813 6.95664
H -31.21804 -9.42928 8.20056
H -32.10244 -10.54873 6.15979
H -33.36864 -9.37816 6.08370
H -33.36736 -11.92537 7.70212
H -34.79853 -10.98430 7.22418
H -32.57878 -8.03776 9.53991
H -33.73107 -7.87891 8.17699
C -26.99546 -13.41568 -7.00239
C -26.50521 -13.09051 -8.45542
C -24.99765 -13.12386 -8.39247
S -24.71218 -14.75368 -7.59878
O -23.49548 -14.67437 -6.82020
O -24.99979 -15.89171 -8.49688
C -26.09704 -14.56362 -6.39803
H -28.04873 -13.69616 -7.01022
H -26.98701 -12.59575 -6.28424
H -26.81323 -12.08873 -8.75485
H -27.01727 -13.63746 -9.24709
H -24.71808 -12.32345 -7.70743
H -24.37321 -13.05064 -9.28287
H -25.70520 -14.14118 -5.47276
H -26.55459 -15.51473 -6.12575
C -16.27364 -17.35483 -1.71856
C -16.54534 -16.44215 -2.89649
C -15.34378 -15.52736 -3.09490
S -14.72386 -15.05507 -1.42630
O -15.28560 -13.80988 -0.91633
O -13.31025 -15.34119 -1.16971
C -15.71638 -16.40700 -0.64280
H -15.70559 -18.22366 -2.05107
H -17.20333 -17.69918 -1.26555
H -17.39011 -15.76843 -2.75307
H -16.63274 -17.06459 -3.78701
H -15.57498 -14.57878 -3.57951
H -14.48891 -15.96646 -3.60918
H -16.47931 -15.82391 -0.12700
H -15.08957 -16.89529 0.10338
C -12.56318 -12.52589 6.99639
C -11.07771 -12.44248 7.16361
C -10.83956 -11.01264 7.69126
S -12.14039 -9.86392 7.09066
O -11.59370 -8.95322 6.07474
O -12.87826 -9.40501 8.27872
C -13.08833 -11.26541 6.27206
H -13.03579 -12.57842 7.97720
H -12.84840 -13.49752 6.59304
H -10.58378 -12.64542 6.21338
H -10.63951 -13.12080 7.89570
H -9.83072 -10.67505 7.45380
H -10.85821 -10.93436 8.77828
H -12.89775 -11.18077 5.20219
H -14.07198 -10.90889 6.57772
C -22.24727 -8.85195 -2.82770
C -22.99597 -8.27850 -4.00584
C -22.01291 -7.70242 -4.99333
S -20.42986 -8.61823 -4.80139
O -19.36961 -7.66866 -4.34777
O -20.26388 -9.52004 -5.93807
C -20.99107 -9.60475 -3.33786
H -22.86134 -9.61198 -2.34460
H -21.98121 -8.12643 -2.05899
H -23.74567 -7.54457 -3.71020
H -23.61252 -9.08764 -4.39733
H -21.80257 -6.65835 -4.76141
H -22.26525 -7.79760 -6.04944
H -20.06291 -9.55498 -2.76853
H -21.16210 -10.65231 -3.58580
C -17.58281 -4.66368 4.71422
C -17.14449 -4.93645 3.28439
C -18.24781 -5.68239 2.55729
S -19.84157 -5.01805 3.17868
O -20.71800 -6.12994 3.57647
O -20.31143 -3.95435 2.28935
C -19.00920 -4.19110 4.61932
H -16.95494 -3.93827 5.23156
H -17.49248 -5.54277 5.35230
H -16.14874 -5.37928 3.26267
H -17.00085 -3.97440 2.79253
H -18.16904 -6.76175 2.68716
H -18.15321 -5.56002 1.47833
H -19.60281 -4.55173 5.45936
H -19.24362 -3.12783 4.56839
C -21.44727 -22.74932 -4.22802
C -20.99023 -22.84852 -2.80042
C -22.06100 -22.35054 -1.88393
S -22.98901 -21.12148 -2.79319
O -22.79415 -19.74340 -2.35610
O -24.33852 -21.58537 -2.99795
C -22.05050 -21.27521 -4.40752
H -22.11695 -23.51257 -4.62437
H -20.59574 -22.84074 -4.90228
H -20.12913 -22.18761 -2.70139
H -20.55207 -23.79617 -2.48726
H -21.83331 -21.94155 -0.89956
H -22.69685 -23.22023 -1.71830
H -21.26119 -20.52350 -4.40717
H -22.59734 -20.92411 -5.28262
C -26.59983 -14.48435 13.73956
C -25.82116 -15.29412 12.66162
C -26.75333 -16.24238 11.80852
S -28.47055 -15.65233 12.11039
O -29.25454 -16.62947 12.96675
O -29.03339 -15.11263 10.88297
C -27.96238 -14.22039 13.07930
H -26.03422 -13.62896 14.10903
H -26.71096 -15.22523 14.53130
H -25.03071 -15.84784 13.16824
H -25.22154 -14.60987 12.06132
H -26.75526 -17.32154 11.96189
H -26.57331 -16.14697 10.73773
H -28.74600 -13.78403 13.69868
H -27.88260 -13.47365 12.28928
C -18.29500 -10.55157 12.69649
C -19.17109 -11.77625 12.44732
C -19.30702 -12.41020 13.82833
S -19.50065 -11.01601 15.01281
O -18.62863 -11.25039 16.19038
O -20.94895 -10.75373 15.13604
C -18.87679 -9.71246 13.82273
H -18.08514 -10.16177 11.70044
H -17.31675 -10.94078 12.97871
H -18.79736 -12.49910 11.72212
H -20.17642 -11.56295 12.08413
H -18.35276 -12.85667 14.10794
H -20.00386 -13.20586 14.09185
H -18.21818 -8.97041 14.27404
H -19.78517 -9.22360 13.47061
C -29.70572 -19.48445 2.95301
C -28.64776 -20.52048 2.87553
C -28.83415 -21.58349 4.06055
S -29.81440 -20.69908 5.41582
O -28.98085 -20.63609 6.62919
O -31.10871 -21.38487 5.42712
C -29.84995 -19.10403 4.47958
H -30.67098 -19.82537 2.57861
H -29.39856 -18.71219 2.24777
H -27.69407 -20.01134 3.01455
H -28.65284 -21.01972 1.90659
H -27.87180 -21.78865 4.52947
H -29.34867 -22.49248 3.74893
H -28.96901 -18.51836 4.74230
H -30.77916 -18.60718 4.75853
*
```

Atomic partial charges in e from the Löwdin method, atoms 1 to 99: atom 1 (C): -0.0903, atom 2 (C): -0.0744, atom 3 (C): 0.0266, atom 4 (C): -0.1317, atom 5 (C): -0.0078, atom 6 (C): -0.0546, atom 7 (N): -0.3529, atom 8 (O): 0.0782, atom 9 (O): 0.0686, atom 10 (H): 0.1037, atom 11 (H): 0.1051, atom 12 (H): 0.1110, atom 13 (H): 0.1149, atom 14 (H): 0.1038, atom 15 (C): -0.1305, atom 16 (C): -0.2481, atom 17 (C): -0.2158, atom 18 (C): -0.2361, atom 19 (C): -0.2646, atom 20 (C): -0.1345, atom 21 (H): 0.0681, atom 22 (H): 0.0654, atom 23 (H): 0.0689, atom 24 (H): 0.1007, atom 25 (H): 0.1017, atom 26 (H): 0.0998, atom 27 (H): 0.1029, atom 28 (H): 0.1071, atom 29 (H): 0.1045, atom 30 (H): 0.1004, atom 31 (H): 0.1029, atom 32 (H): 0.0637, atom 33 (H): 0.0764, atom 34 (H): 0.0670, atom 35 (C): -0.2706, atom 36 (C): -0.2228, atom 37 (C): -0.1719, atom 38 (S): 0.7368, atom 39 (O): -0.3485, atom 40 (O): -0.3614, atom 41 (C): -0.2446, atom 42 (H): 0.1235, atom 43 (H): 0.1214, atom 44 (H): 0.1120, atom 45 (H): 0.1116, atom 46 (H): 0.0979, atom 47 (H): 0.0928, atom 48 (H): 0.1132, atom 49 (H): 0.1106, atom 50 (C): -0.1941, atom 51 (C): -0.2385, atom 52 (C): -0.2217, atom 53 (S): 0.7047, atom 54 (O): -0.3503, atom 55 (O): -0.3345, atom 56 (C): -0.2012, atom 57 (H): 0.1028, atom 58 (H): 0.1033, atom 59 (H): 0.1073, atom 60 (H): 0.1153, atom 61 (H): 0.1096, atom 62 (H): 0.1098, atom 63 (H): 0.0886, atom 64 (H): 0.0989, atom 65 (C): -0.2117, atom 66 (C): -0.2299, atom 67 (C): -0.2217, atom 68 (S): 0.7094, atom 69 (O): -0.3442, atom 70 (O): -0.3499, atom 71 (C): -0.2204, atom 72 (H): 0.1185, atom 73 (H): 0.1114, atom 74 (H): 0.1238, atom 75 (H): 0.1168, atom 76 (H): 0.1007, atom 77 (H): 0.1025, atom 78 (H): 0.0968, atom 79 (H): 0.0980, atom 80 (C): -0.2423, atom 81 (C): -0.2211, atom 82 (C): -0.2292, atom 83 (S): 0.7274, atom 84 (O): -0.3536, atom 85 (O): -0.3536, atom 86 (C): -0.1786, atom 87 (H): 0.1160, atom 88 (H): 0.1146, atom 89 (H): 0.1178, atom 90 (H): 0.1172, atom 91 (H): 0.0984, atom 92 (H): 0.0962, atom 93 (H): 0.1013, atom 94 (H): 0.0893, atom 95 (C): -0.2199, atom 96 (C): -0.2398, atom 97 (C): -0.2185, atom 98 (S): 0.7336, atom 99 (O): -0.3588